{
  "formula": "C4H2O3",
  "method": "ωB97M-V/def2-TZVPD",
  "spin_multiplicity": 3,
  "e_tot_ha": -379.02320,
  "max_force_ha_per_bohr": 0.0848,
  "homo_lumo_gap_ev": [8.294, 7.621],
  "relative_energy_kcal_mol": 126.2,
  "symbols": ["C", "C", "C", "C", "O", "O", "O", "H", "H"],
  "xyz": [[-1.10, -0.19, 0.01], [0.64, 0.05, 0.01], [-2.38, -0.71, 0.02], [2.03, -0.18, 0.00], [-3.45, -1.15, -0.02], [-1.10, 1.25, 0.01], [0.29, 1.39, -0.02], [2.46, -1.16, 0.02], [2.62, 0.71, -0.02]]
}

{
  "formula": "C4H12O4",
  "method": "ωB97M-V/def2-TZVPD",
  "e_tot_ha": -460.42419,
  "max_force_ha_per_bohr": 0.0806,
  "homo_lumo_gap_ev": 6.236,
  "total_charge": -2,
  "relative_energy_kcal_mol": 45.9,
  "symbols": ["C", "C", "C", "O", "C", "O", "H", "H", "H", "H", "H", "H", "H", "H", "H", "H", "O", "H", "H", "O"],
  "xyz": [[-1.46, 0.38, -0.05], [-0.20, 1.21, -0.33], [0.19, 2.01, 0.98], [1.10, 2.94, 0.51], [-1.07, -0.94, 0.58], [-0.85, -1.91, -0.35], [-2.01, 0.33, -1.04], [-2.13, 0.96, 0.58], [0.43, 0.41, -0.50], [-0.23, 1.99, -1.19], [-0.63, 2.57, 1.48], [0.68, 1.40, 1.75], [-0.18, -0.73, 1.19], [-1.85, -1.24, 1.30], [2.52, 1.28, -2.17], [2.32, 0.04, -1.44], [2.69, 0.31, -2.21], [1.06, -4.01, 0.52], [-0.51, -2.89, 0.17], [0.13, -4.11, 0.22]]
}

{
  "formula": "C47H59F7N9O4P2S",
  "method": "ωB97M-V/def2-TZVPD",
  "e_tot_ha": -4398.98379,
  "max_force_ha_per_bohr": 0.1747,
  "homo_lumo_gap_ev": 7.236,
  "total_charge": 1,
  "symbols": ["C", "C", "O", "O", "C", "C", "C", "C", "C", "F", "F", "C", "F", "F", "C", "F", "F", "F", "O", "C", "P", "S", "C", "N", "N", "P", "N", "C", "C", "C", "C", "N", "C", "C", "C", "C", "C", "C", "C", "O", "H", "H", "H", "H", "H", "H", "H", "H", "H", "H", "H", "H", "H", "H", "H", "H", "H", "H", "H", "H", "H", "H", "H", "H", "H", "H", "H", "H", "H", "H", "H", "H", "H", "H", "N", "C", "C", "C", "C", "C", "H", "H", "H", "H", "H", "N", "C", "C", "C", "C", "C", "H", "H", "H", "H", "H", "N", "C", "C", "C", "C", "C", "H", "H", "H", "H", "H", "N", "C", "C", "C", "C", "C", "H", "H", "H", "H", "H", "N", "C", "C", "C", "C", "C", "H", "H", "H", "H", "H"],
  "xyz": [[-6.16, 3.95, 2.64], [-5.23, 4.53, 3.86], [-5.78, 5.48, 4.65], [-3.84, 4.15, 4.15], [-3.77, 2.81, 4.75], [-2.22, 2.19, 4.72], [-2.38, 0.54, 4.94], [-0.87, -0.21, 4.94], [-0.70, -0.58, 6.49], [-1.01, 0.72, 7.23], [-1.72, -1.65, 6.82], [0.63, -1.05, 7.24], [0.34, -0.73, 8.71], [0.82, -2.54, 7.41], [2.03, -0.23, 7.01], [1.86, 1.26, 6.92], [2.95, -0.80, 6.01], [2.79, -0.40, 8.31], [0.03, 0.89, 4.62], [1.18, 0.64, 3.82], [1.07, 1.86, 2.30], [2.71, 1.95, 1.26], [1.52, -0.81, 3.21], [0.56, -1.94, 3.49], [1.13, -2.67, 4.52], [0.55, -3.24, 2.21], [-0.40, -4.50, 2.67], [-0.78, -1.32, 3.77], [-1.37, -0.87, 2.28], [-2.63, -1.85, 1.78], [-2.95, -1.38, 0.21], [-1.78, -1.67, -0.74], [-1.54, -0.53, -1.70], [0.03, -0.38, -2.20], [1.35, -0.57, -1.23], [2.91, -0.38, -1.70], [3.19, 0.01, -3.27], [1.88, 0.16, -4.27], [0.33, -0.01, -3.79], [-0.80, 0.17, -4.72], [-6.93, 3.12, 3.00], [-5.53, 3.57, 1.70], [-6.82, 4.85, 2.24], [-4.40, 2.09, 4.03], [-4.25, 2.74, 5.83], [-1.59, 2.71, 5.56], [-1.83, 2.45, 3.62], [-3.03, 0.28, 5.89], [-3.07, 0.20, 4.06], [2.15, 1.02, 4.40], [0.84, 3.18, 2.89], [-0.11, 1.58, 1.48], [2.60, -1.20, 3.51], [1.57, -0.72, 2.02], [0.34, -3.28, 4.89], [1.93, -3.25, 4.19], [0.15, -2.76, 0.92], [1.89, -3.77, 2.07], [0.24, -5.34, 2.75], [-1.49, -2.22, 4.11], [-1.85, 0.22, 2.28], [-0.57, -0.78, 1.44], [-3.58, -1.64, 2.46], [-2.35, -2.98, 1.74], [-3.96, -1.91, -0.14], [-3.22, -0.23, 0.28], [-2.13, -2.48, -1.32], [-2.22, -0.61, -2.67], [-1.83, 0.53, -1.22], [1.14, -0.86, -0.12], [3.82, -0.51, -0.93], [4.29, 0.15, -3.68], [2.09, 0.44, -5.41], [-1.13, 1.11, -4.54], [-0.64, -5.43, -2.49], [-1.84, -5.63, -1.91], [-2.89, -6.29, -2.52], [-2.70, -6.77, -3.81], [-1.48, -6.57, -4.44], [-0.49, -5.91, -3.75], [-1.94, -5.24, -0.90], [-3.83, -6.43, -2.00], [-3.51, -7.29, -4.33], [-1.30, -6.93, -5.45], [0.49, -5.73, -4.19], [2.19, 5.30, -1.37], [3.22, 4.53, -0.96], [4.51, 4.64, -1.47], [4.76, 5.59, -2.45], [3.72, 6.40, -2.89], [2.46, 6.22, -2.33], [2.98, 3.80, -0.20], [5.30, 3.99, -1.10], [5.76, 5.70, -2.87], [3.88, 7.15, -3.66], [1.62, 6.83, -2.64], [-3.06, -4.99, -7.18], [-3.23, -5.02, -8.52], [-2.48, -4.25, -9.40], [-1.51, -3.40, -8.88], [-1.32, -3.35, -7.50], [-2.11, -4.16, -6.70], [-4.00, -5.69, -8.88], [-2.65, -4.31, -10.47], [-0.91, -2.78, -9.54], [-0.58, -2.70, -7.06], [-2.00, -4.16, -5.62], [6.60, 1.24, -1.49], [6.49, 0.87, -0.20], [7.56, 0.49, 0.59], [8.83, 0.48, 0.01], [8.97, 0.85, -1.32], [7.84, 1.22, -2.03], [5.48, 0.89, 0.20], [7.42, 0.20, 1.62], [9.70, 0.19, 0.60], [9.95, 0.86, -1.80], [7.90, 1.52, -3.07], [-2.53, 2.70, -2.13], [-1.99, 3.35, -1.08], [-2.00, 4.73, -0.94], [-2.60, 5.49, -1.95], [-3.16, 4.85, -3.04], [-3.10, 3.46, -3.09], [-1.54, 2.72, -0.32], [-1.56, 5.20, -0.07], [-2.62, 6.57, -1.87], [-3.63, 5.41, -3.84], [-3.53, 2.91, -3.93]]
}

{
  "formula": "C39H59N9O3",
  "method": "ωB97M-V/def2-TZVPD",
  "e_tot_ha": -2239.37742,
  "max_force_ha_per_bohr": 0.2302,
  "homo_lumo_gap_ev": 8.050,
  "relative_energy_kcal_mol": 0.0,
  "symbols": ["C", "O", "C", "C", "N", "H", "H", "C", "C", "O", "C", "H", "H", "H", "H", "H", "H", "H", "H", "H", "H", "H", "H", "H", "H", "C", "O", "H", "H", "H", "N", "C", "C", "C", "C", "H", "H", "H", "H", "H", "N", "C", "C", "C", "C", "H", "H", "H", "H", "H", "N", "C", "C", "C", "C", "H", "H", "H", "H", "H", "N", "C", "C", "C", "C", "H", "H", "H", "H", "H", "N", "C", "C", "C", "C", "H", "H", "H", "H", "H", "N", "C", "C", "C", "C", "H", "H", "H", "H", "H", "N", "C", "C", "C", "C", "H", "H", "H", "H", "H", "N", "C", "C", "C", "C", "H", "H", "H", "H", "H"],
  "xyz": [[2.00, 2.59, -4.33], [2.65, 1.61, -3.57], [2.45, 1.74, -2.18], [3.18, 0.54, -1.66], [3.03, 0.39, -0.22], [2.04, 0.13, 0.11], [3.62, -0.49, -0.10], [3.69, 1.42, 0.60], [3.30, 1.27, 2.15], [3.87, 2.41, 2.94], [3.47, 2.38, 4.20], [2.08, 2.49, -5.35], [2.31, 3.56, -4.12], [0.90, 2.68, -4.05], [1.25, 1.36, -2.21], [2.90, 2.52, -1.90], [4.34, 0.74, -1.83], [2.99, -0.40, -2.25], [3.32, 2.22, 0.16], [4.85, 1.40, 0.48], [3.53, 0.40, 2.67], [2.26, 1.37, 2.10], [3.89, 1.65, 4.92], [2.27, 2.34, 4.37], [3.57, 3.44, 4.66], [-0.40, -0.03, -0.17], [0.63, -0.68, 0.54], [-0.10, 1.03, -0.06], [-1.52, -0.28, 0.18], [-0.36, -0.48, -1.08], [-0.82, -3.55, -3.70], [-0.99, -3.41, -5.10], [-0.10, -2.40, -5.44], [0.57, -1.78, -4.25], [0.19, -2.64, -3.21], [-1.32, -4.07, -3.14], [-1.81, -3.83, -5.54], [-0.35, -1.85, -6.34], [1.23, -0.73, -4.09], [0.23, -2.55, -2.13], [-3.61, -2.17, 3.34], [-4.53, -3.10, 2.99], [-5.11, -2.66, 1.82], [-4.32, -1.44, 1.33], [-3.34, -1.33, 2.29], [-3.11, -2.28, 4.21], [-5.01, -3.67, 3.83], [-6.03, -3.12, 1.50], [-4.49, -0.83, 0.46], [-2.62, -0.80, 2.17], [0.04, -3.40, 0.58], [0.54, -4.61, 0.08], [0.01, -5.59, 0.91], [-1.04, -4.95, 1.80], [-0.98, -3.55, 1.57], [0.24, -2.41, 0.14], [1.27, -4.64, -0.71], [0.18, -6.58, 0.91], [-1.43, -5.18, 2.86], [-1.36, -2.67, 1.99], [-2.90, -1.41, -3.85], [-3.01, -0.75, -2.64], [-4.33, -0.20, -2.54], [-5.00, -0.52, -3.85], [-4.13, -1.30, -4.66], [-2.12, -1.77, -4.26], [-2.05, -0.66, -1.88], [-4.78, 0.54, -1.94], [-5.82, -0.12, -4.39], [-4.07, -1.63, -5.66], [0.40, -0.15, 3.27], [1.18, -0.89, 4.14], [1.16, -0.27, 5.40], [0.21, 0.91, 5.17], [-0.25, 0.86, 3.90], [0.35, -0.29, 2.25], [1.63, -1.77, 3.93], [1.57, -0.68, 6.31], [0.01, 1.80, 5.87], [-0.96, 1.57, 3.38], [4.47, -2.01, 1.56], [3.29, -2.45, 0.91], [3.57, -2.72, -0.42], [4.99, -2.24, -0.64], [5.42, -1.90, 0.56], [4.68, -2.03, 2.57], [2.58, -2.54, 1.60], [2.91, -3.10, -1.28], [5.57, -2.31, -1.42], [6.40, -1.64, 0.84], [1.63, 4.91, 0.13], [1.48, 5.61, -0.98], [0.46, 5.03, -1.59], [0.04, 3.70, -0.90], [0.85, 3.81, 0.19], [2.30, 5.30, 0.90], [1.97, 6.52, -1.31], [0.04, 5.34, -2.58], [-0.65, 2.98, -1.25], [0.94, 3.13, 1.09], [-5.35, 3.84, 1.31], [-4.91, 2.56, 1.17], [-3.81, 2.52, 0.41], [-3.49, 4.06, 0.13], [-4.49, 4.75, 0.75], [-6.26, 4.13, 1.79], [-5.42, 1.92, 1.71], [-3.11, 1.70, 0.18], [-2.54, 4.56, -0.42], [-4.77, 5.78, 0.88]]
}

{
  "formula": "CH25NO13",
  "method": "ωB97M-V/def2-TZVPD",
  "e_tot_ha": -1085.91051,
  "max_force_ha_per_bohr": 0.1578,
  "homo_lumo_gap_ev": 7.855,
  "relative_energy_kcal_mol": 85.4,
  "symbols": ["N", "H", "H", "H", "H", "C", "O", "O", "O", "H", "O", "H", "H", "O", "H", "H", "O", "H", "H", "O", "H", "H", "O", "H", "H", "O", "H", "H", "O", "H", "H", "O", "H", "H", "O", "H", "H", "O", "H", "H"],
  "xyz": [[-0.21, 0.09, 0.20], [-0.46, 1.14, 0.42], [-0.54, -0.42, 1.03], [0.87, 0.00, 0.01], [-0.72, -0.30, -0.53], [3.72, 0.93, 0.67], [4.73, 1.38, 1.17], [2.53, 1.64, 0.79], [3.62, -0.33, 0.38], [2.78, 2.60, 1.06], [0.38, -3.00, -0.41], [1.13, -2.38, -0.64], [0.77, -3.80, -0.18], [-0.29, 3.51, -0.05], [0.46, 3.04, -0.47], [-0.96, 3.73, -0.69], [-3.07, 0.80, -1.13], [-3.81, 1.02, -0.54], [-3.66, 0.55, -2.04], [2.71, -1.64, -1.60], [3.52, -2.01, -2.11], [2.90, -1.04, -0.90], [0.72, -0.21, -2.63], [1.60, -0.68, -2.31], [0.44, -0.81, -3.34], [-2.79, -1.11, 2.24], [-2.87, -0.18, 2.33], [-2.01, -1.60, 2.52], [1.29, 2.43, -2.18], [1.15, 1.61, -2.49], [0.95, 3.23, -2.71], [-2.83, 1.73, 1.88], [-2.30, 2.39, 1.38], [-3.47, 2.21, 2.62], [-2.25, -2.42, -0.57], [-2.44, -2.12, 0.25], [-1.27, -2.80, -0.43], [-0.30, -2.04, 2.99], [-0.59, -3.00, 3.14], [0.59, -2.16, 2.82]]
}

{
  "formula": "C2H16O8Sn",
  "method": "ωB97M-V/def2-TZVPD",
  "e_tot_ha": -901.86092,
  "max_force_ha_per_bohr": 0.0926,
  "homo_lumo_gap_ev": 5.472,
  "relative_energy_kcal_mol": 29.8,
  "symbols": ["Sn", "O", "C", "C", "O", "H", "H", "H", "H", "O", "H", "H", "O", "H", "H", "O", "H", "H", "O", "H", "H", "O", "H", "H", "O", "H", "H"],
  "xyz": [[0.08, -0.36, 0.27], [-1.07, 0.36, -2.13], [-0.01, 1.16, -2.61], [1.32, 0.98, -1.91], [1.51, -0.40, -1.82], [-0.43, 2.18, -2.55], [0.13, 0.79, -3.63], [1.17, 1.37, -0.81], [2.04, 1.65, -2.43], [1.90, 1.19, 1.57], [1.81, 1.33, 2.53], [1.79, 2.03, 1.22], [2.04, -2.16, 0.22], [2.51, -1.92, -0.58], [1.77, -3.10, 0.20], [-2.38, -0.28, 1.25], [-3.13, -0.60, 0.71], [-2.72, 0.55, 1.66], [-0.68, 2.09, 0.53], [-0.36, 2.73, -0.06], [-1.63, 2.17, 0.36], [-0.23, -1.08, 2.67], [-0.29, -0.31, 3.29], [-1.06, -1.48, 2.65], [-1.11, -2.67, -0.24], [-1.55, -3.11, -0.94], [-1.42, -3.12, 0.56]]
}